This record from the Open Molecules 2025 dataset describes 20 unconnected molecules or ions with the total composition C12H60ClNO25S. The level of theory is ωB97M-V/def2-TZVPD.

Calculated values
orbital gap	0.312	Eh
total charge	0
HOMO	-9.2511	eV
E_LUMO	-0.76	eV

```
100
Properties=species:S:1:pos:R:3:forces:R:3:mulliken_charge:R:1
C -1.135535 0.034431 0.061519 0.61 -0.13 1.37 -0.752
C -2.084665 1.246965 0.490834 1.13 1.73 -1.75 1.354
C -2.539567 1.971580 -0.896337 0.53 -0.82 0.34 -0.662
N -2.863733 0.891750 -1.897440 -0.28 1.42 -0.39 -0.590
C -1.375678 2.388303 1.361829 -0.03 0.75 -0.55 -1.346
C 0.161528 2.651656 0.968899 -0.77 0.90 0.78 0.753
C 0.638230 3.932229 1.858955 0.10 -0.99 -0.26 -0.508
C 1.427202 3.375603 3.164505 -1.93 1.51 -1.29 -0.550
S 3.162612 2.822007 2.826664 3.80 -1.92 5.63 1.150
O 3.345979 1.491482 3.518479 -1.36 2.65 -2.57 -0.626
O 4.197719 3.759719 3.390783 -3.07 -1.01 -2.51 -0.626
Cl 3.572087 2.506402 0.820940 -0.46 0.59 0.50 -0.197
O -3.323457 0.853033 1.151726 1.39 -1.76 1.41 -0.113
C -3.132116 -0.226144 2.046021 -2.51 -2.84 -0.53 0.381
O -3.935465 -1.192913 1.932163 2.68 3.50 0.60 -0.698
C -2.043517 -0.304738 3.202077 0.78 0.65 0.03 0.297
C -1.607034 -1.785967 3.614345 0.54 0.34 0.04 -0.726
C -1.240777 -2.745809 2.392230 0.03 -0.50 -0.25 -0.148
C 0.228762 -2.562886 1.816096 2.06 0.30 0.62 0.444
O 1.241902 -2.295847 2.488611 -3.14 -0.85 -1.85 -0.614
O 0.368874 -2.744514 0.395650 -0.45 -0.57 2.20 -0.427
H -0.408962 -0.148163 0.937534 -0.99 0.17 -1.43 -0.684
H -0.477708 0.287837 -0.836344 -0.98 -0.18 1.26 0.530
H -1.672356 -0.948571 -0.134482 0.39 1.49 0.10 0.375
H -3.461110 2.611102 -0.687246 1.32 -0.79 -0.38 0.409
H -1.674770 2.612658 -1.307804 -1.29 -0.67 1.04 0.101
H -3.531033 1.328446 -2.560714 0.61 -0.65 0.43 0.303
H -2.021322 0.660345 -2.455807 -0.72 0.30 0.55 0.166
H -1.514126 2.261955 2.500735 0.36 -0.08 -1.74 0.112
H -1.931063 3.371729 1.114344 0.72 -1.45 0.37 0.230
H 0.244975 2.929477 -0.144941 -0.05 -0.71 1.73 0.028
H 0.766679 1.731198 1.251580 -0.56 1.19 -0.77 0.082
H -0.317495 4.477639 2.199129 1.68 -0.75 -0.28 0.407
H 1.271966 4.661353 1.248518 -0.87 -1.06 1.02 -0.021
H 0.838696 2.483475 3.549125 1.25 0.94 -0.31 0.252
H 1.452766 4.241887 3.915265 0.63 -1.55 -0.87 0.458
H -1.072210 0.267057 2.965085 -1.71 -0.75 0.08 -0.348
H -2.482417 0.231533 4.123020 0.49 -0.82 -1.39 0.426
H -2.384000 -2.241855 4.314873 1.00 0.42 -1.30 0.376
H -0.646589 -1.677111 4.237979 -1.61 -0.14 -0.92 0.271
H -1.959140 -2.708959 1.512570 0.84 0.12 1.22 -0.196
H -1.296730 -3.824512 2.799143 0.33 1.55 -0.72 0.514
H 1.200694 -3.239604 0.209829 -0.47 0.72 0.31 0.393
O 1.066032 -0.091014 -2.944027 -0.24 0.34 -0.09 -0.526
H 1.960660 0.038743 -2.606288 -0.12 -0.25 0.11 0.257
H 0.817965 -0.963881 -2.614525 0.32 -0.03 -0.10 0.225
O -0.844968 5.874246 0.124588 -0.42 0.09 0.27 -0.520
H -1.122556 6.303574 -0.694744 0.27 -0.06 -0.01 0.275
H -1.318763 6.356388 0.814148 -0.01 -0.11 -0.08 0.267
O 1.110143 7.251939 -1.268897 0.31 0.35 -0.13 -0.642
H 1.093246 7.098183 -0.317525 -0.16 -0.19 -0.17 0.305
H 1.475257 6.431974 -1.630162 -0.26 0.01 0.10 0.355
O -5.366964 3.379366 0.841448 -0.05 -0.07 0.06 -0.640
H -6.156591 3.188958 0.319475 0.08 0.02 0.06 0.294
H -4.891163 2.536890 0.861451 -0.01 -0.04 0.07 0.351
O 2.623943 -2.533277 -3.059463 0.24 0.65 0.23 -0.533
H 3.071052 -3.355633 -2.821431 -0.18 0.00 0.02 0.272
H 2.354707 -2.671938 -3.973583 0.01 -0.17 0.19 0.320
O 1.884809 -4.716776 -4.239654 -0.22 -0.44 -0.50 -0.577
H 0.967954 -4.874159 -4.495657 0.11 0.02 0.03 0.262
H 2.371474 -5.443220 -4.655444 -0.11 -0.08 0.21 0.302
O 0.509770 4.884756 -2.970590 0.22 0.17 -0.07 -0.561
H 0.071338 5.531399 -3.537185 0.02 -0.08 0.08 0.284
H 1.289092 4.621996 -3.476208 -0.22 -0.20 -0.04 0.280
O 1.528601 2.272163 -5.191905 0.18 -0.04 0.11 -0.629
H 2.422780 2.402232 -4.855314 -0.09 -0.09 -0.11 0.301
H 1.279691 1.397106 -4.861231 -0.07 0.09 0.12 0.315
O -7.402230 1.419592 2.278692 0.15 0.13 0.05 -0.631
H -7.178769 2.356370 2.346615 0.00 -0.11 0.04 0.327
H -6.619847 0.967602 2.617666 -0.13 -0.04 -0.09 0.307
O -0.213137 -2.022063 6.438470 0.17 0.13 0.33 -0.605
H 0.739589 -1.893318 6.527882 -0.09 -0.05 -0.08 0.305
H -0.573056 -1.687087 7.268808 0.00 -0.07 -0.11 0.291
O -4.715815 -3.716411 0.589239 0.24 0.00 -0.07 -0.647
H -4.494546 -2.776608 0.655681 -0.15 -0.05 0.13 0.395
H -3.931325 -4.165111 0.924248 -0.15 0.03 -0.03 0.310
O 4.020203 -4.770471 -1.715050 0.26 -0.28 0.20 -0.585
H 4.914154 -4.638333 -1.375727 -0.12 0.17 -0.06 0.278
H 3.769878 -5.641595 -1.385173 -0.14 0.13 -0.13 0.281
O 3.022199 5.875830 0.445821 0.34 0.09 0.13 -0.572
H 3.270451 6.808383 0.480844 -0.05 -0.08 -0.10 0.295
H 3.796248 5.414317 0.794876 -0.11 -0.01 0.01 0.249
O 2.079243 -0.136744 0.295751 0.10 -0.13 0.04 -0.235
H 2.972519 -0.006732 0.631647 -0.16 -0.05 0.00 -0.022
H 1.830569 -1.011052 0.626331 0.03 0.11 -0.06 0.242
O 5.506028 -1.232585 0.433019 -0.05 0.04 0.20 -0.597
H 5.948836 -1.704754 1.148380 -0.06 0.08 -0.07 0.310
H 5.084829 -0.483859 0.874297 0.19 -0.10 -0.04 0.299
O -4.829367 4.512514 3.847396 0.04 -0.17 -0.13 -0.644
H -4.361135 3.697408 4.061740 -0.07 0.12 -0.01 0.300
H -5.089900 4.396240 2.922719 0.04 -0.01 -0.02 0.328
O 3.096457 -7.429924 -4.340165 0.09 -0.09 0.08 -0.583
H 2.656129 -8.277744 -4.173864 0.10 0.03 -0.14 0.344
H 3.933053 -7.504965 -3.866517 -0.06 0.10 -0.14 0.272
O 1.553465 -7.401358 -7.211974 0.14 -0.25 0.13 -0.623
H 1.114911 -8.244099 -7.047919 -0.05 0.17 -0.07 0.299
H 2.391241 -7.476492 -6.734932 -0.09 0.13 0.05 0.314
O 2.449551 -10.207945 -4.628824 -0.04 -0.28 -0.17 -0.626
H 2.897003 -11.029577 -4.392975 -0.05 0.14 0.08 0.309
H 2.176970 -10.344696 -5.544222 0.02 0.05 0.11 0.298
```
Forces are in eV/Å.

This record from the Open Molecules 2025 dataset describes 2 unconnected molecules or ions with the total composition C6H9OPS. The level of theory is ωB97M-V/def2-TZVPD.

Calculated values
relative energy (zero: lowest compared OMol25 entry of this formula, charge and spin)	103.98	kcal/mol
orbital gap (spin up / spin down)	0.311 / 0.312	Eh
total charge	0
HOMO (spin up / spin down)	-8.8854 / -8.8844	eV
E_LUMO (spin up / spin down)	-0.42 / -0.39	eV

```
18
Properties=species:S:1:pos:R:3:forces:R:3:nbo_charge:R:1
C -1.173010 -1.256350 0.311463 -0.18 -0.31 0.11 -0.254
C -2.540855 -1.451713 0.287015 1.74 -2.13 -0.61 -0.439
C -1.949248 0.897144 0.043178 -2.36 -0.59 -1.28 -0.335
C -0.881477 0.084066 0.107708 1.84 2.05 0.25 -0.442
C 1.649991 0.171449 -1.444025 -1.77 0.41 -0.48 -0.951
C 1.679759 0.113825 1.381797 -2.32 -0.65 -0.71 -0.937
O 0.314566 3.100206 -0.679716 0.86 -4.11 1.51 -0.702
P 0.753604 0.869864 -0.003707 -0.54 3.36 -1.55 1.354
S -3.412012 -0.044461 -0.030004 0.56 0.25 0.61 0.485
H -0.309029 -1.923288 0.431321 -1.10 -0.44 -0.05 0.221
H -2.854313 -2.487189 0.175311 -0.85 0.45 0.43 0.247
H -2.102023 1.885578 -0.304109 0.68 1.03 0.23 0.274
H 0.881438 0.315567 -2.293125 1.75 -0.24 0.96 0.267
H 2.642227 0.625171 -1.580253 -0.65 0.19 -0.18 0.260
H 1.799052 -0.876751 -1.219239 -0.05 -0.45 -0.26 0.220
H 1.409014 0.625652 2.283041 -0.55 -0.36 0.78 0.255
H 1.414711 -0.996022 1.284378 0.68 1.58 0.69 0.238
H 2.677613 0.347249 1.248958 2.26 -0.05 -0.47 0.239
```
Forces are in eV/Å.